{"formula": "C78H181N11O22", "method": "ωB97M-V/def2-TZVPD", "orbital_gap_ev": 7.9582, "charge": 0, "fmax_ha_per_bohr": 0.101, "e_lumo_ev": 0.414, "molar_mass_g_mol": 1625.4, "smiles": "CC1(C)CCCC(C)(C)N1O.CC1(C)CCCC(C)(C)N1O.CC1(C)CCCC(C)(C)N1O.COCCNCCOC.COCCNCCOC.COCCNCCOC.COCCNCCOC.COCCNCCOC.COCCNCCOC.COCCNCCOC.COCCNCCOC.O=C1OCCO1", "species": ["C", "C", "C", "C", "C", "C", "C", "C", "C", "N", "O", "H", "H", "H", "H", "H", "H", "H", "H", "H", "H", "H", "H", "H", "H", "H", "H", "H", "H", "H", "C", "C", "C", "C", "C", "C", "C", "C", "C", "N", "O", "H", "H", "H", "H", "H", "H", "H", "H", "H", "H", "H", "H", "H", "H", "H", "H", "H", "H", "H", "C", "C", "C", "C", "C", "C", "C", "C", "C", "N", "O", "H", "H", "H", "H", "H", "H", "H", "H", "H", "H", "H", "H", "H", "H", "H", "H", "H", "H", "H", "C", "O", "C", "C", "N", "C", "C", "O", "C", "H", "H", "H", "H", "H", "H", "H", "H", "H", "H", "H", "H", "H", "H", "H", "C", "O", "C", "C", "N", "C", "C", "O", "C", "H", "H", "H", "H", "H", "H", "H", "H", "H", "H", "H", "H", "H", "H", "H", "C", "O", "C", "C", "N", "C", "C", "O", "C", "H", "H", "H", "H", "H", "H", "H", "H", "H", "H", "H", "H", "H", "H", "H", "C", "O", "C", "C", "N", "C", "C", "O", "C", "H", "H", "H", "H", "H", "H", "H", "H", "H", "H", "H", "H", "H", "H", "H", "C", "O", "C", "C", "N", "C", "C", "O", "C", "H", "H", "H", "H", "H", "H", "H", "H", "H", "H", "H", "H", "H", "H", "H", "C", "O", "C", "C", "N", "C", "C", "O", "C", "H", "H", "H", "H", "H", "H", "H", "H", "H", "H", "H", "H", "H", "H", "H", "C", "O", "C", "C", "N", "C", "C", "O", "C", "H", "H", "H", "H", "H", "H", "H", "H", "H", "H", "H", "H", "H", "H", "H", "C", "O", "C", "C", "N", "C", "C", "O", "C", "H", "H", "H", "H", "H", "H", "H", "H", "H", "H", "H", "H", "H", "H", "H", "O", "C", "O", "C", "C", "O", "H", "H", "H", "H"], "xyz": [[3.5476, -11.7842, 23.0375], [3.9248, -10.3837, 23.3948], [5.3640, -10.2578, 24.0116], [3.9223, -9.5308, 22.1064], [3.8550, -8.0191, 22.2805], [2.7462, -7.6768, 23.1742], [2.5654, -8.4426, 24.5153], [3.3777, -7.8084, 25.6950], [1.0242, -8.4730, 24.8799], [2.9527, -9.8533, 24.3407], [2.8274, -10.6785, 25.4996], [2.5730, -11.7987, 22.5495], [4.2293, -12.0629, 22.2340], [3.5873, -12.6400, 23.7115], [6.1560, -10.6977, 23.4055], [5.5626, -9.2537, 24.3865], [5.4656, -10.8048, 24.9490], [4.7966, -9.7413, 21.4905], [3.0603, -9.7854, 21.4898], [4.8349, -7.7135, 22.6471], [3.8422, -7.4823, 21.3319], [1.7945, -7.6726, 22.6428], [2.9467, -6.6297, 23.4011], [3.6538, -8.4286, 26.5478], [2.7719, -6.9934, 26.0911], [4.3507, -7.4774, 25.3319], [0.4448, -9.1650, 24.2688], [0.7378, -7.4232, 24.8173], [0.8965, -8.6436, 25.9489], [1.9887, -11.1271, 25.3700], [8.1241, -20.8489, 22.3139], [7.4032, -20.7193, 20.9809], [5.9368, -21.1634, 21.1419], [7.3571, -19.1807, 20.5695], [7.1801, -18.8351, 19.0423], [7.9927, -19.7691, 18.1533], [7.8398, -21.3029, 18.4979], [6.3890, -21.6703, 18.0175], [8.8066, -22.1172, 17.6706], [8.1242, -21.5356, 19.9872], [8.2387, -22.9220, 20.3820], [8.9097, -20.1090, 22.4679], [7.4476, -20.9789, 23.1586], [8.7425, -21.7271, 22.4995], [5.6373, -21.2646, 22.1850], [5.2530, -20.5198, 20.5884], [5.8390, -22.1868, 20.7795], [6.3981, -18.7375, 20.8374], [8.0972, -18.5930, 21.1126], [6.1376, -18.8951, 18.7298], [7.5559, -17.8355, 18.8242], [9.0155, -19.3939, 18.1176], [7.7538, -19.5787, 17.1071], [6.2773, -21.8118, 16.9425], [5.5431, -21.0493, 18.3125], [6.0863, -22.6119, 18.4755], [8.6821, -23.1902, 17.8163], [9.7758, -21.8583, 18.0969], [8.8364, -21.7106, 16.6597], [9.1534, -23.1774, 20.5228], [13.5612, -12.5412, 27.7473], [13.9593, -11.0405, 27.9635], [13.0882, -10.4029, 29.0804], [15.4550, -11.1071, 28.5166], [16.3557, -9.7997, 28.4134], [16.2387, -9.3003, 26.9765], [14.7919, -9.0957, 26.4325], [14.1325, -7.8025, 26.9957], [14.9346, -9.0379, 24.9302], [13.9407, -10.3507, 26.6478], [12.6618, -10.2984, 26.1403], [13.9861, -12.8364, 26.7879], [13.9583, -13.2439, 28.4799], [12.5086, -12.8242, 27.7412], [12.0987, -10.1300, 28.7135], [13.0641, -11.1114, 29.9084], [13.4958, -9.4275, 29.3460], [15.3971, -11.5273, 29.5207], [15.8631, -11.8512, 27.8326], [16.1390, -8.9967, 29.1179], [17.4083, -9.9686, 28.6407], [16.8772, -9.8952, 26.3235], [16.6377, -8.3006, 27.1481], [13.0494, -7.8455, 27.1103], [14.2739, -6.9345, 26.3517], [14.5729, -7.5607, 27.9630], [15.2264, -9.9429, 24.3974], [15.6764, -8.3011, 24.6220], [13.9444, -8.7244, 24.5997], [12.6253, -11.0721, 25.5732], [5.5560, -16.8742, 26.7451], [6.9145, -16.6862, 27.1133], [7.5853, -17.8995, 27.5541], [7.2899, -18.6490, 28.9264], [8.1312, -18.2638, 30.0717], [7.9793, -16.8048, 30.4462], [8.6993, -16.3721, 31.7917], [8.2495, -17.0717, 32.9213], [8.9023, -16.8881, 34.1508], [5.0119, -16.0449, 26.2932], [4.9403, -17.1687, 27.5950], [5.4300, -17.7431, 26.0991], [8.6500, -17.6979, 27.4364], [7.4369, -18.6316, 26.7604], [7.4361, -19.7045, 28.6968], [6.2240, -18.5402, 29.1269], [7.9064, -18.9309, 30.7959], [6.9419, -16.4916, 30.5634], [8.3133, -16.2226, 29.5874], [8.5764, -15.3052, 31.9779], [9.7737, -16.5536, 31.8197], [8.5024, -17.6379, 34.8335], [8.5425, -15.9523, 34.5785], [9.9917, -16.8542, 34.1567], [4.8742, -18.8090, 23.6330], [4.4037, -18.4814, 22.3668], [3.0141, -18.7139, 22.1100], [2.7421, -18.5421, 20.5964], [3.1116, -17.2095, 20.0449], [3.4784, -17.1555, 18.6291], [2.4544, -17.9798, 17.7795], [2.8643, -18.0440, 16.4465], [3.7455, -19.1472, 16.1685], [4.2622, -18.2633, 24.3512], [5.8712, -18.4173, 23.8350], [5.0007, -19.8680, 23.8577], [2.4015, -17.9179, 22.5334], [2.5590, -19.6419, 22.4560], [1.6727, -18.4911, 20.3920], [2.9841, -19.4654, 20.0701], [3.9681, -16.8937, 20.4770], [4.5142, -17.4616, 18.4823], [3.4794, -16.0802, 18.4507], [1.5210, -17.4219, 17.8546], [2.2665, -19.0193, 18.0486], [4.2989, -19.0010, 15.2409], [3.0732, -19.9994, 16.0693], [4.5029, -19.3009, 16.9371], [12.9160, -12.2965, 23.4455], [11.8789, -12.3748, 24.4106], [11.4340, -13.6650, 24.7279], [10.0350, -13.5359, 25.4565], [8.8318, -13.5774, 24.6234], [7.6272, -13.5936, 25.2948], [6.4068, -13.8350, 24.3765], [6.5996, -15.0915, 23.7088], [5.7195, -15.3528, 22.7110], [12.3814, -12.3572, 22.4976], [13.5634, -13.1731, 23.4658], [13.5284, -11.3996, 23.5381], [12.1596, -14.0209, 25.4592], [11.4206, -14.3341, 23.8675], [10.0533, -12.6423, 26.0804], [10.0053, -14.3961, 26.1252], [8.9091, -14.2628, 23.8856], [7.5720, -12.6246, 25.7910], [7.5790, -14.3128, 26.1124], [6.2794, -13.1110, 23.5717], [5.5105, -13.7255, 24.9871], [6.1494, -16.1089, 22.0540], [5.4145, -14.5316, 22.0624], [4.7563, -15.6038, 23.1550], [7.4307, -10.0611, 19.5328], [8.7604, -9.7350, 19.9656], [9.5684, -10.8950, 20.1684], [9.4412, -11.4166, 21.6392], [9.9760, -12.7338, 21.8207], [9.1405, -13.7505, 21.1690], [9.6527, -15.1507, 21.5479], [9.1478, -15.3638, 22.8535], [9.5531, -16.5857, 23.4574], [6.8793, -10.5788, 20.3176], [7.5919, -10.5530, 18.5736], [6.7640, -9.2837, 19.1596], [10.5831, -10.5282, 20.0137], [9.5249, -11.6665, 19.3996], [8.3752, -11.4541, 21.8635], [9.8801, -10.5639, 22.1573], [9.9597, -12.9512, 22.8069], [9.0972, -13.8037, 20.0811], [8.1104, -13.8055, 21.5208], [10.7273, -15.3248, 21.4923], [9.1329, -15.7802, 20.8257], [9.2070, -17.4633, 22.9114], [9.0566, -16.6253, 24.4270], [10.6001, -16.4553, 23.7311], [4.3600, -10.5706, 32.7177], [4.8401, -11.4575, 31.7320], [4.3652, -11.1763, 30.3636], [5.2310, -11.7883, 29.3141], [5.2911, -13.2303, 29.4497], [6.3203, -13.8009, 28.5999], [7.7717, -13.5359, 29.1683], [8.2675, -12.2675, 28.8490], [9.5198, -11.8774, 29.3512], [3.7278, -11.2404, 33.3005], [3.8842, -9.7009, 32.2646], [5.1881, -10.0956, 33.2437], [4.4121, -10.0949, 30.2351], [3.3525, -11.5614, 30.2440], [6.2305, -11.3535, 29.3230], [4.7171, -11.5705, 28.3779], [5.4567, -13.5854, 30.3806], [6.2481, -13.4456, 27.5720], [6.1588, -14.8715, 28.4739], [8.4204, -14.3274, 28.7929], [7.7925, -13.6931, 30.2467], [10.2861, -11.8352, 28.5772], [10.0076, -12.3693, 30.1927], [9.4292, -10.8071, 29.5361], [10.2348, -20.0698, 25.2233], [11.6113, -19.7169, 25.2748], [11.9440, -18.6175, 26.0925], [13.5201, -18.6361, 25.9290], [14.0443, -18.1899, 24.7122], [13.8566, -16.7306, 24.5044], [14.9987, -16.0190, 25.0822], [14.8014, -14.6003, 24.8525], [15.9100, -13.8631, 25.3617], [9.6940, -19.2677, 24.7210], [9.7767, -20.2417, 26.1973], [10.0576, -20.9936, 24.6726], [11.5700, -18.7847, 27.1026], [11.4452, -17.6992, 25.7825], [13.7422, -19.6707, 26.1906], [13.9048, -18.1074, 26.8011], [13.5349, -18.6407, 23.9656], [13.0020, -16.2688, 24.9988], [13.7174, -16.4119, 23.4713], [15.9031, -16.3504, 24.5721], [15.0256, -16.1444, 26.1647], [15.5861, -12.8224, 25.3783], [16.8127, -14.1210, 24.8079], [16.0336, -14.0968, 26.4192], [13.6203, -14.6618, 20.2922], [14.2837, -13.8673, 19.2934], [14.1220, -12.4502, 19.5744], [15.1230, -11.6483, 18.7218], [15.1718, -12.1712, 17.3136], [13.9841, -11.5862, 16.6690], [13.8937, -12.1417, 15.2783], [14.1683, -13.5691, 15.3970], [13.9567, -14.0446, 14.0386], [12.6716, -14.1794, 20.5276], [14.2950, -14.6213, 21.1474], [13.5823, -15.5931, 19.7271], [14.3854, -12.2064, 20.6036], [13.1171, -12.0329, 19.5097], [16.1465, -11.6763, 19.0956], [14.8345, -10.6009, 18.8098], [15.8914, -11.5334, 17.0046], [14.1040, -10.5035, 16.7072], [13.0254, -11.7635, 17.1564], [14.5504, -11.6135, 14.5869], [12.8910, -11.9133, 14.9169], [12.9754, -13.6904, 13.7228], [14.0774, -15.1184, 13.8952], [14.7043, -13.5274, 13.4372], [16.7683, -11.5715, 22.3923], [17.3476, -12.7151, 21.8438], [18.1925, -13.4414, 22.6277], [19.5070, -13.3749, 21.8547], [20.0518, -11.9871, 21.8804], [21.3230, -11.6441, 21.1723], [21.3453, -12.1200, 19.7446], [21.2631, -13.5333, 19.4659], [22.2348, -14.3013, 20.1410], [16.1144, -11.7628, 23.2431], [16.1025, -11.0412, 21.7113], [17.5689, -10.9168, 22.7363], [17.7818, -14.4438, 22.5076], [18.3253, -13.0304, 23.6284], [19.4124, -13.8017, 20.8562], [20.2269, -13.9628, 22.4241], [19.2294, -11.4527, 21.6391], [22.2344, -11.8728, 21.7247], [21.4183, -10.5620, 21.2627], [22.2643, -11.6962, 19.3398], [20.5567, -11.5885, 19.2118], [21.9541, -15.3543, 20.1189], [22.2479, -14.1701, 21.2230], [23.2754, -14.2214, 19.8266], [7.1317, -7.4580, 24.9273], [8.0286, -8.3440, 25.0299], [8.4744, -8.7729, 26.2022], [9.4568, -9.7400, 26.0914], [9.5284, -9.9797, 24.5949], [8.7675, -8.9450, 24.0716], [10.4085, -9.5235, 26.5767], [9.0805, -10.6636, 26.5313], [9.2468, -10.9901, 24.2985], [10.5788, -9.9289, 24.3081]], "forces_ev_per_a": [[0.19, -1.09, -1.60], [1.41, 1.48, 1.46], [-0.40, -0.73, 0.79], [-0.49, 0.20, -0.92], [2.01, -1.46, -0.05], [-0.94, 1.41, 1.17], [-0.04, -1.60, 1.16], [-0.17, 0.31, -0.69], [1.62, 1.24, 0.57], [-1.00, -0.40, -1.15], [0.45, 0.87, -0.30], [-0.23, 0.11, 0.17], [0.21, -0.22, -0.23], [0.10, 0.62, 0.70], [0.09, 0.49, -0.45], [0.14, 0.25, -0.85], [-0.53, -0.52, 0.17], [0.15, -0.44, 0.17], [-0.25, -0.40, 0.02], [0.02, 0.20, 0.68], [-0.58, -0.23, -0.21], [-0.08, -0.29, -0.11], [-0.54, 0.26, 0.54], [-0.61, -0.62, -0.24], [0.35, 0.39, -0.01], [-0.08, 0.50, -0.14], [0.07, 0.28, -0.05], [-0.64, 0.00, -0.54], [0.04, -0.65, -0.01], [-0.16, -0.08, -0.02], [0.98, -0.55, 0.95], [-0.63, 0.34, -0.14], [-0.12, -1.04, -0.13], [-1.01, 0.07, -1.06], [1.41, -1.16, 0.13], [0.58, -0.27, 0.18], [-1.60, 0.63, 0.15], [-0.41, -0.89, 0.88], [0.97, 0.78, 1.02], [1.51, 1.01, -1.42], [-1.88, 0.60, -0.62], [-0.50, 0.66, 0.13], [-0.14, 0.93, 0.07], [-0.20, -0.65, -0.96], [-0.11, 0.55, -0.01], [-0.08, -0.12, 0.18], [-0.06, -0.03, -0.23], [-0.01, -0.44, 1.35], [0.44, -0.15, -0.52], [-0.10, 0.07, 0.34], [-0.31, 0.23, 0.26], [0.54, -0.54, 0.73], [-0.66, -0.52, -0.21], [0.50, 0.12, -0.11], [0.41, 0.68, 0.17], [0.28, -0.40, -0.10], [-0.25, 0.10, -0.57], [0.38, -0.19, -0.08], [-0.31, -0.65, -0.19], [0.38, 0.83, -0.19], [0.15, 0.16, -0.40], [0.40, 0.25, 1.12], [0.22, 0.35, -1.19], [-0.18, 0.86, -0.81], [-1.38, -1.55, -0.21], [-0.55, 0.79, 1.46], [-0.38, -1.49, 0.09], [0.28, -0.14, -0.02], [-0.62, 1.06, -0.72], [2.96, -0.53, 1.56], [-0.78, 0.93, 0.05], [-0.13, -0.13, -0.05], [0.45, 0.37, 0.34], [-0.34, 0.71, -0.19], [-0.27, -0.55, 0.02], [-0.22, 0.34, 0.18], [0.35, -0.15, 0.46], [0.11, -0.01, -0.02], [0.69, -0.10, 0.22], [-0.79, -0.12, 0.11], [0.03, -0.63, -0.12], [-0.23, 0.09, -0.20], [0.31, 0.30, -1.21], [0.00, -0.51, 0.02], [0.40, -0.07, -0.16], [-0.12, 0.03, 0.11], [-0.14, -0.37, 0.58], [-0.13, 0.36, 0.13], [0.10, 0.02, -0.70], [-0.48, -0.38, -0.39], [-0.53, -1.39, 0.64], [-0.04, -0.28, 0.68], [0.03, -0.30, -0.36], [0.10, 1.43, -1.04], [-0.12, 1.14, -0.65], [0.28, -1.10, 1.31], [0.77, -0.35, -0.38], [-1.09, -1.38, -0.38], [-1.03, 0.81, 0.31], [0.95, 0.48, -0.06], [0.02, 0.21, 0.54], [0.37, 0.00, -0.48], [0.10, 0.36, 0.53], [-0.46, -0.31, -0.11], [0.24, -0.02, 0.17], [-0.36, 0.13, 0.15], [0.06, 0.50, 0.58], [-0.49, -0.28, 0.12], [0.48, -0.02, 0.25], [-0.27, 0.35, -0.38], [0.38, 0.07, -0.93], [0.37, -0.29, -0.19], [0.23, 0.45, 0.13], [0.13, -0.33, -0.43], [0.07, 0.70, 0.99], [-0.31, -0.70, -1.14], [-0.42, 1.50, -1.22], [-0.81, 0.28, -0.01], [1.10, -0.77, 0.76], [-0.81, -0.90, 0.39], [0.87, 1.02, 0.00], [0.91, 0.42, -1.30], [-0.88, 0.43, 0.18], [-0.30, -0.50, 0.49], [0.21, 0.38, -0.75], [-0.72, -0.30, -0.14], [0.20, 0.27, 0.72], [0.66, -0.40, 0.09], [-0.46, -0.56, 0.84], [1.15, 0.16, -0.40], [-0.02, 0.02, 0.76], [0.08, -0.52, -0.33], [-0.37, -0.09, -0.91], [-0.21, -0.15, -0.30], [0.14, 0.08, 0.96], [-0.38, 0.32, -0.09], [0.44, -0.53, 0.03], [-0.14, -0.05, 0.31], [-0.46, -1.04, -0.99], [0.16, 1.35, 0.08], [-1.07, 0.51, 1.37], [0.39, -1.02, -0.78], [2.82, 1.05, -1.26], [-1.89, 0.56, 0.58], [1.08, 0.04, -0.19], [1.05, 1.02, 1.92], [-1.55, -0.23, -0.82], [0.40, 0.44, -0.50], [0.19, -0.02, 0.38], [-0.35, 0.13, 0.22], [-0.09, -0.64, 0.08], [-0.12, 0.01, -0.22], [0.06, 0.15, 0.04], [0.04, -0.26, 0.58], [-0.14, -0.07, 0.40], [-0.81, 0.33, 0.23], [-0.01, -0.61, 0.19], [0.37, 0.53, 0.06], [-0.39, -0.64, 0.11], [-0.29, -0.38, 0.21], [0.61, 0.80, -0.13], [-0.33, -0.88, -0.17], [0.70, -0.35, -0.73], [-0.76, 0.05, -0.12], [0.71, 0.42, 0.56], [-0.94, 1.08, -1.99], [0.37, -0.33, -0.91], [1.27, -1.38, 0.57], [-1.16, 0.63, -0.20], [0.59, -1.76, -1.07], [-0.50, 1.11, 0.92], [0.03, -0.54, -0.28], [-0.43, -1.21, 0.22], [0.68, 1.15, 0.81], [0.22, 0.13, 0.31], [-0.95, -0.13, -0.14], [-0.43, 0.41, 0.24], [0.25, -0.74, 0.70], [-0.03, 0.12, 0.18], [0.36, 1.01, -0.08], [-0.42, 0.56, 0.11], [0.16, 0.25, -0.03], [0.13, -0.76, 0.08], [0.62, -0.06, -0.31], [-0.36, 0.09, 0.06], [0.46, -0.91, -0.54], [0.16, -0.29, -0.68], [0.50, -0.01, -2.15], [0.39, 0.23, 1.58], [0.09, -0.41, 0.73], [-0.17, -0.73, -0.91], [1.03, 0.28, 0.63], [-0.50, -1.20, -0.60], [-0.20, 0.06, -0.13], [0.62, 1.38, -0.76], [-0.30, 0.98, 0.74], [-0.77, -0.21, 0.03], [0.17, -0.56, 0.49], [-0.34, 0.13, -0.10], [-0.22, 0.13, 0.17], [-0.02, 0.29, -0.08], [0.24, 0.13, -0.30], [-0.16, 0.59, 0.31], [-0.01, 0.49, 0.11], [0.25, -0.11, 0.46], [0.36, -0.06, -0.47], [-0.35, 0.15, 0.40], [0.09, -0.69, -0.54], [-0.79, -0.43, 0.29], [-0.13, 0.06, 0.69], [0.05, 0.52, -0.12], [-1.07, -0.97, -0.41], [0.95, -0.57, -0.58], [-2.15, -0.15, 3.26], [-0.33, 1.35, -1.78], [-0.75, -0.26, 0.19], [0.77, 1.82, -0.18], [0.42, -0.73, 0.12], [-1.07, -0.36, 0.37], [-0.33, 0.09, -0.03], [0.21, 0.22, 0.42], [0.57, 0.07, -0.21], [0.43, -0.19, 0.43], [0.07, 0.28, -0.48], [0.35, -0.15, -0.60], [0.39, 0.51, -0.21], [0.12, -0.39, -0.14], [-0.66, -0.51, 0.24], [0.32, -0.59, -0.31], [0.38, 0.00, 0.34], [0.42, -0.37, 0.10], [0.50, 0.20, -0.58], [0.04, 0.44, 0.03], [0.31, -0.27, 0.22], [1.19, 1.18, -1.48], [-0.84, 2.20, 0.41], [1.77, -0.46, -0.10], [-0.25, -1.43, -0.07], [-0.69, 2.08, 2.01], [0.30, -0.14, -0.27], [-0.02, -0.51, 0.89], [-0.98, 0.98, -2.08], [0.44, 0.75, 0.70], [-0.37, -0.50, 0.14], [-0.28, -0.67, 0.47], [-0.49, -0.46, 1.00], [0.19, -0.39, 0.52], [-0.48, -0.59, -0.63], [-0.06, -0.50, 0.36], [-0.25, 0.40, -0.29], [0.69, -0.44, -0.88], [-0.28, 0.37, -0.51], [0.31, -0.56, 0.51], [0.59, -0.36, -0.14], [-0.32, -0.48, -0.28], [-0.18, -0.40, -0.28], [-0.08, 0.07, 0.56], [0.05, -0.16, -0.45], [-0.08, 0.46, 0.73], [-2.78, 1.82, -1.63], [1.66, -0.53, -1.23], [1.83, -0.05, 1.28], [-0.22, -0.84, 0.57], [-1.80, -0.36, 0.98], [0.80, 0.49, -0.57], [0.39, 0.91, 0.52], [-0.19, -0.82, 0.97], [0.06, -0.43, 0.39], [0.43, -0.20, -0.58], [-0.11, 0.49, 0.12], [0.41, -0.48, 1.08], [-0.18, -0.29, 0.18], [-0.25, 0.06, 0.02], [0.19, -0.46, -0.15], [0.65, 0.84, -0.61], [-0.24, -1.05, 0.32], [-0.40, 0.27, -0.78], [0.45, -0.24, -0.43], [-0.32, -0.60, -0.14], [-0.15, -0.03, -0.76], [-0.10, 0.71, 0.19], [-0.03, 0.40, -0.58], [3.61, -3.71, -0.25], [-2.14, 3.08, -0.07], [-1.13, 1.27, 1.49], [0.16, -2.28, 0.04], [2.13, -0.88, 0.76], [-1.65, 1.16, -1.49], [-0.15, 0.62, -0.14], [-0.05, 0.06, 0.48], [-0.80, 0.18, -0.07], [-0.04, 0.50, -0.49]], "mulliken_charge": [-1.9560, 1.7807, -0.6746, -1.1064, -0.7013, -1.3943, 1.5867, -1.6598, -2.0144, 0.5238, -0.3321, 0.5111, 0.2925, 0.3067, -0.0088, -0.0830, 0.2102, 0.0208, 0.4833, 0.2415, 0.4896, 0.4251, 0.4463, 0.1813, 0.4808, 0.4133, 0.3918, 0.4985, 0.4133, 0.2851, -2.0420, 2.3628, -1.7294, -0.0762, 0.3402, -1.7051, 1.7764, -1.6108, -2.0278, 0.2319, -0.4833, 0.4295, 0.3373, 0.4532, 0.5094, -0.1058, 0.4665, -0.4869, -0.1453, -0.9324, 0.6027, 0.3771, 0.5695, 0.3889, 0.1327, 0.4056, 0.3699, 0.4836, 0.4127, 0.3268, -1.0944, 1.5731, -1.5236, -1.2094, -0.9857, -1.3381, 1.8397, -1.6036, -1.9377, 0.5907, 0.9370, -0.1219, 0.5997, -0.3113, 0.0728, 0.4721, 0.3236, 0.4821, 0.2930, 0.4363, 0.4516, 0.3877, 0.3731, 0.0623, 0.4970, 0.3548, -0.0876, 0.5689, 0.4050, -0.3473, -1.0806, 0.4048, -0.8757, -1.0369, -0.4172, 0.3969, -0.6932, -0.3358, -0.7594, 0.2087, 0.4976, 0.1315, 0.5568, 0.3905, 0.5123, 0.3658, 0.2781, 0.3033, -0.2894, 0.3817, 0.3915, 0.2567, 0.3003, 0.2930, -1.2760, 0.5861, -1.2343, -0.4601, -0.3429, 0.0279, -0.5927, -0.4459, -0.2615, 0.5832, 0.1531, 0.3699, 0.4252, 0.3565, 0.6265, 0.1593, 0.0469, -0.0714, 0.4081, 0.3635, 0.3678, 0.3250, 0.3463, -0.1933, -0.7856, 0.8296, 0.4936, -1.3213, 1.7591, 0.2535, -1.1292, 1.3267, -1.4007, 0.4393, 0.0116, -0.3584, 0.8426, -0.4149, -0.5821, 0.4375, -0.4216, 0.3253, -0.6372, -0.4202, 0.4888, 0.0362, 0.4191, 0.3746, -0.5743, -0.4672, -0.8179, 0.7931, 0.9845, -0.7585, -0.6896, 0.3128, -0.2267, 0.0553, 0.3189, 0.3059, 0.1436, 0.5461, -0.6681, -0.0012, -0.6512, 0.5764, -0.1370, 0.0570, 0.4134, -0.5115, 0.1713, 0.2779, -0.7434, -0.2827, -0.8450, -0.0327, -0.0973, 0.0581, -0.4883, 0.1032, -0.8578, 0.2305, 0.3277, 0.2371, 0.5100, 0.2843, 0.1223, 0.2193, 0.3661, -0.5096, -0.3240, 0.3555, 0.4831, -0.0529, 0.3402, 0.4076, -0.3088, -0.3899, 0.4027, -1.1048, -0.3089, 0.3779, -0.9351, 0.1731, -0.4790, -0.0945, 0.3152, 0.2905, 0.4662, -0.3783, 0.4114, 0.3701, 0.3934, -0.1877, 0.3556, 0.2045, 0.2387, -0.2481, 0.1138, 0.4735, -0.2520, -0.4429, 1.0028, -1.0847, -0.2876, -0.4979, -0.7875, -0.2195, -0.7585, -0.0387, 0.1046, 0.4014, -0.5231, 0.1161, 0.3693, 0.3815, 0.2710, 0.4718, 0.1625, 0.4018, 0.4157, 0.3132, 0.2320, 0.3050, -0.8652, -0.1436, -0.4999, -0.6754, -0.2299, -0.9388, -0.4885, -0.3235, -0.7902, -0.1018, 0.3429, 0.5741, 0.2240, 0.4450, 0.3846, 0.2892, 0.1636, 0.3437, 0.4579, 0.4035, 0.3358, 0.3115, 0.2850, 0.3424, -0.6372, 0.2883, -0.3434, 1.7539, 0.7360, -0.3358, -0.4503, -0.7935, -0.3039, -0.0905]}